Record 1
{
  "formula": "C18H28O14Rb",
  "method": "ωB97M-V with the def2-TZVPD basis set",
  "species": ["Rb", "O", "C", "C", "O", "H", "H", "H", "H", "C", "C", "C", "O", "C", "O", "O", "H", "H", "H", "H", "H", "H", "C", "C", "C", "O", "C", "O", "O", "H", "H", "H", "H", "H", "H", "C", "C", "C", "O", "C", "O", "O", "H", "H", "H", "H", "H", "H", "C", "C", "C", "O", "C", "O", "O", "H", "H", "H", "H", "H", "H"],
  "xyz": [[1.380705, -1.989584, -3.394545], [3.381061, -0.869715, -1.538693], [2.924142, 0.408634, -1.122918], [2.904342, 1.597444, -2.146907], [4.043360, 2.263554, -2.695827], [3.390680, 0.774111, -0.208113], [1.904110, 0.455598, -0.741541], [2.158282, 2.313663, -1.802647], [2.425941, 1.368916, -3.099272], [0.670958, -0.820870, 4.534376], [2.108192, -0.295578, 4.270170], [2.402835, 0.057040, 2.770757], [3.319671, 1.088922, 2.910266], [3.029536, 1.770647, 3.930424], [3.639723, 2.792930, 4.244413], [2.137399, 1.019007, 4.729718], [0.746465, -0.883488, 5.619949], [0.656549, -1.705182, 3.897284], [0.082614, 0.033747, 4.200333], [2.941475, -0.872187, 4.671737], [1.498531, 0.498206, 2.351598], [2.913098, -0.657963, 2.125388], [-0.301613, 2.171525, 0.572253], [-1.445581, 2.262304, 1.491538], [-2.885349, 2.486725, 0.961050], [-3.515119, 1.247150, 1.415759], [-2.606481, 0.343991, 1.857042], [-2.917783, -0.771809, 2.141977], [-1.446113, 0.886008, 2.079246], [0.318558, 1.284075, 0.698419], [0.391534, 3.012521, 0.552595], [-0.780246, 1.989218, -0.389922], [-1.362756, 3.108777, 2.173256], [-3.188269, 2.671054, -0.069659], [-3.192186, 3.419388, 1.434421], [0.290064, -2.234231, 0.650883], [-0.572971, -3.083568, 1.539200], [-1.441440, -4.043157, 0.707546], [-0.930732, -5.216291, 1.324792], [0.145739, -5.078058, 2.203687], [0.591720, -5.935207, 2.944515], [0.467915, -3.840032, 2.306781], [-0.399130, -1.889557, -0.120027], [1.036927, -2.840253, 0.138016], [0.749028, -1.433864, 1.231280], [-1.158926, -2.613206, 2.328816], [-1.292580, -3.845029, -0.353909], [-2.440858, -3.780962, 1.054712], [-2.881621, 1.544855, -6.057065], [-1.886709, 0.675157, -5.265007], [-0.589467, 1.445679, -4.897935], [-0.479256, 0.965776, -3.646419], [-1.507218, 0.239571, -3.181202], [-1.379907, -0.416939, -2.131505], [-2.523845, 0.301636, -4.049139], [-3.383652, 0.825356, -6.703879], [-2.305179, 2.292975, -6.601237], [-3.675155, 2.011631, -5.473511], [-1.641562, -0.206335, -5.857432], [-0.721535, 2.527388, -4.921986], [0.202087, 1.167892, -5.593902]],
  "forces_ev_per_angstrom": [[0.7, 0.4, 0.8], [-1.5, 1.8, -0.1], [1.2, -1.2, -1.2], [1.0, 0.5, -0.4], [-1.2, -1.1, 1.3], [1.0, 0.2, 0.2], [-1.2, -0.4, -0.3], [0.1, 0.7, 0.5], [-0.3, -0.9, -0.6], [3.1, 1.0, -0.4], [-0.7, 0.0, -2.7], [-0.5, -1.8, 0.3], [1.3, -0.3, -3.0], [1.8, 2.7, 4.6], [-2.5, -2.0, -0.3], [1.1, 3.0, 0.8], [-1.1, -0.8, -0.1], [-0.9, -0.3, 0.7], [-0.6, -0.6, 0.1], [-0.1, -0.2, 0.3], [-0.2, -0.4, -0.3], [-0.6, -0.3, 0.1], [0.7, 0.1, -2.0], [0.2, -0.3, 0.2], [0.1, -1.1, 0.7], [-0.4, 1.1, -0.7], [-2.0, -0.1, 0.9], [0.2, -0.5, -0.3], [0.6, 2.2, 0.1], [-0.2, 0.1, 0.5], [-0.4, 0.2, -0.1], [0.6, 0.3, -0.6], [0.6, -0.9, 1.0], [0.9, -0.6, -0.4], [-0.9, -0.6, 0.7], [-1.1, 0.7, 0.0], [1.9, 1.2, 0.0], [1.7, 1.4, 3.2], [-0.1, -2.9, -0.6], [-0.9, -2.3, 2.0], [-0.9, 0.6, -2.3], [-1.1, 1.8, -1.0], [0.2, 0.9, -0.1], [0.1, -0.1, 0.3], [0.1, 0.1, -0.5], [0.1, 0.5, -0.4], [0.1, -1.0, -0.1], [-0.4, -0.9, -0.5], [0.3, -1.2, -0.3], [-1.3, 2.3, -2.3], [-2.5, -0.1, -2.2], [2.6, -0.7, 3.6], [0.9, -1.9, 3.0], [-1.0, 2.0, -3.2], [1.0, -0.6, 0.9], [-0.2, 0.6, -0.5], [-0.4, -0.1, -0.3], [0.4, 0.1, 0.4], [0.0, -0.3, 0.3], [0.0, 0.1, 0.2], [0.3, -0.1, 0.4]],
  "lowdin_charge": [0.85, -0.47, -0.44, -0.28, -0.01, 0.09, 0.05, 0.09, 0.10, 0.02, -0.32, -0.09, 0.10, -0.54, 0.12, 0.04, 0.09, 0.08, 0.08, 0.16, 0.11, 0.15, -0.02, -0.25, -0.05, 0.06, -0.61, 0.15, 0.09, 0.06, 0.10, 0.08, 0.15, 0.13, 0.12, -0.01, -0.26, -0.08, 0.04, -0.56, 0.13, 0.09, 0.07, 0.10, 0.07, 0.14, 0.13, 0.14, 0.00, -0.30, -0.12, 0.03, -0.52, 0.09, 0.12, 0.08, 0.09, 0.10, 0.15, 0.14, 0.15],
  "multiplicity": 2,
  "e_tot_ha": -1779.90433,
  "charge": 0,
  "orbital_gap_ev": [5.71, 5.67]
}

---

Record 2
{
  "formula": "C2H5N8O3",
  "method": "ωB97M-V with the def2-TZVPD basis set",
  "species": ["C", "C", "N", "N", "N", "N", "N", "N", "N", "N", "O", "O", "O", "H", "H", "H", "H", "H"],
  "xyz": [[-0.318238, -1.349514, 1.088798], [-1.994568, -0.046133, 0.035456], [0.752205, -1.739719, 1.148734], [3.728232, 2.707289, 0.435880], [2.960325, 1.930695, 0.197720], [2.000902, 1.197433, 0.253632], [-3.271536, 0.311806, 0.027208], [-1.146255, 0.388703, -0.870426], [-1.570010, -0.883249, 1.013430], [2.684672, -1.019300, -0.651640], [3.595250, -0.834359, 0.033878], [2.258067, -1.822782, -1.361568], [1.694909, 0.272662, -0.670248], [-3.632709, 0.940709, -0.672454], [-3.933315, -0.030738, 0.707218], [-1.448107, 1.002952, -1.611782], [-0.144548, 0.184660, -0.827018], [-2.215268, -1.211117, 1.723184]],
  "forces_ev_per_angstrom": [[-0.1, 0.1, 0.0], [0.0, 0.4, -0.4], [0.6, -0.3, 0.1], [0.4, 0.1, -0.2], [2.4, 1.4, -0.8], [-3.5, -1.7, 2.0], [-0.1, 0.0, 0.1], [-0.1, -0.1, 0.1], [-0.6, -0.1, 0.4], [-0.7, 1.5, 0.3], [1.1, -0.1, 0.7], [-0.3, -1.0, -0.8], [0.9, 0.0, -1.4], [0.1, 0.0, 0.0], [0.1, 0.0, -0.1], [-0.1, 0.0, 0.1], [0.1, 0.0, 0.1], [0.0, 0.1, -0.1]],
  "nbo_charge": [0.39, 0.69, -0.25, 0.07, 0.21, -0.13, -0.74, -0.74, -0.61, 0.74, -0.24, -0.24, -0.39, 0.44, 0.43, 0.43, 0.46, 0.46],
  "multiplicity": 1,
  "e_tot_ha": -742.47778,
  "charge": 1,
  "orbital_gap_ev": 9.46
}

---

Record 3
{
  "formula": "C40H46FN3O3S2Zr",
  "method": "ωB97M-V with the def2-TZVPD basis set",
  "species": ["Zr", "S", "C", "N", "C", "C", "N", "C", "C", "C", "C", "C", "C", "C", "C", "S", "C", "C", "C", "C", "C", "C", "C", "H", "H", "H", "H", "H", "H", "H", "H", "H", "H", "H", "H", "H", "H", "H", "H", "H", "H", "C", "C", "C", "O", "C", "O", "O", "H", "H", "H", "H", "H", "H", "H", "C", "C", "C", "C", "C", "C", "C", "C", "C", "C", "C", "C", "N", "C", "C", "C", "C", "C", "C", "F", "H", "H", "H", "H", "H", "H", "H", "H", "H", "H", "H", "H", "H", "H", "H", "H", "H", "H", "H", "H", "H"],
  "xyz": [[0.603305, 1.036560, 0.102670], [-0.490518, -0.791502, 1.701530], [-2.105232, -0.824481, 1.190732], [-3.047336, -1.260897, 1.986276], [-4.393956, -1.543827, 1.474248], [-4.786709, -0.516107, 0.457740], [-3.733433, -0.373523, -0.554915], [-4.241836, -0.022578, -1.903273], [-5.055288, -1.165588, -2.455584], [-4.454882, -2.407005, -2.652852], [-5.195936, -3.465229, -3.152520], [-6.538464, -3.285959, -3.464826], [-7.137222, -2.049811, -3.276632], [-6.397220, -0.990484, -2.767354], [-2.471866, -0.432847, -0.235110], [-1.254427, -0.113251, -1.379771], [-2.785980, -1.709302, 3.381902], [-2.477386, -3.184611, 3.455422], [-3.504701, -4.119757, 3.341439], [-3.228162, -5.476327, 3.400227], [-1.922776, -5.909550, 3.590725], [-0.900268, -4.983895, 3.734864], [-1.175120, -3.625508, 3.665736], [-5.084042, -1.510267, 2.313588], [-4.406354, -2.553140, 1.056303], [-4.957356, 0.463379, 0.911387], [-5.692516, -0.832129, -0.055165], [-3.396402, 0.217684, -2.538729], [-4.850917, 0.875473, -1.782612], [-3.401294, -2.544178, -2.428840], [-4.726995, -4.427086, -3.310823], [-7.114801, -4.110883, -3.861173], [-8.179863, -1.907250, -3.525844], [-6.866241, -0.023589, -2.623392], [-3.690954, -1.468359, 3.938209], [-1.973251, -1.103982, 3.773380], [-4.534319, -3.794051, 3.242742], [-4.032734, -6.194858, 3.320870], [-1.708169, -6.967989, 3.649557], [0.112486, -5.319252, 3.913915], [-0.377100, -2.906662, 3.800036], [0.898331, 2.365975, 4.255336], [0.748133, 2.733653, 2.801718], [1.197623, 4.143026, 2.476138], [1.526850, 1.747252, 1.979745], [-0.678300, 2.504329, 2.271390], [-1.644820, 2.448887, 2.974087], [-0.691468, 2.362194, 0.945743], [1.928459, 2.511420, 4.583267], [0.600136, 1.332587, 4.426685], [0.253854, 3.007738, 4.853697], [2.195090, 4.333596, 2.867309], [0.513839, 4.842435, 2.958602], [1.175408, 4.329261, 1.402337], [2.483265, 1.893561, 2.063212], [1.861706, -1.839783, -0.503499], [3.237902, -1.751385, -1.155649], [3.118596, -1.849734, -2.678914], [4.057506, -0.560081, -0.697636], [5.372267, -0.810872, -0.320022], [6.210072, 0.206712, 0.097121], [5.731308, 1.501566, 0.167231], [4.423278, 1.808678, -0.192545], [3.970688, 3.257152, -0.116092], [4.509614, 4.076820, -1.294271], [4.409742, 3.913939, 1.196664], [3.589614, 0.764262, -0.647748], [2.267550, 1.107746, -1.123441], [2.197179, 1.666846, -2.408714], [3.133390, 1.547182, -3.432833], [2.875796, 2.134778, -4.664382], [1.706395, 2.844877, -4.904726], [0.759674, 2.991061, -3.896640], [1.065203, 2.397713, -2.705124], [0.186054, 2.497175, -1.597960], [1.553299, -2.873723, -0.339899], [1.089523, -1.388315, -1.129346], [1.856749, -1.375876, 0.489898], [3.800067, -2.624323, -0.819271], [2.517874, -1.032108, -3.081148], [2.637642, -2.787771, -2.960379], [4.100221, -1.820147, -3.151736], [5.742362, -1.828043, -0.359330], [7.232448, -0.011191, 0.375714], [6.392284, 2.291055, 0.499808], [2.876495, 3.284830, -0.165565], [5.601097, 4.075234, -1.284001], [4.175124, 5.112511, -1.220705], [4.180428, 3.678731, -2.252704], [5.488879, 4.062202, 1.222016], [4.155134, 3.313727, 2.076788], [3.950488, 4.896888, 1.302144], [4.054896, 1.007459, -3.257934], [3.607016, 2.036528, -5.455323], [1.529226, 3.293008, -5.871803], [-0.154968, 3.551372, -4.031349]],
  "forces_ev_per_angstrom": [[-0.4, 0.0, -0.2], [0.1, 0.1, 0.0], [0.0, 0.0, 0.2], [0.0, -0.1, -0.1], [0.0, 0.0, 0.0], [0.0, 0.0, 0.0], [0.0, 0.2, 0.1], [0.0, -0.1, 0.0], [0.0, 0.0, 0.0], [0.0, 0.0, 0.0], [0.0, 0.0, 0.0], [0.0, 0.0, 0.0], [0.0, 0.0, 0.0], [0.0, 0.0, 0.0], [-0.1, 0.0, -0.1], [0.1, 0.0, 0.1], [0.0, 0.0, 0.0], [0.0, 0.0, 0.0], [0.0, 0.0, 0.0], [0.0, 0.0, 0.0], [0.0, 0.0, 0.0], [0.0, 0.0, 0.0], [0.0, 0.0, 0.0], [0.0, 0.0, 0.0], [0.0, 0.0, 0.0], [0.0, 0.0, 0.0], [0.0, 0.0, 0.0], [0.0, 0.0, 0.0], [0.0, 0.0, 0.0], [0.0, 0.0, 0.0], [0.0, 0.0, 0.0], [0.0, 0.0, 0.0], [0.0, 0.0, 0.0], [0.0, 0.0, 0.0], [0.0, 0.0, 0.0], [0.0, 0.0, 0.0], [0.0, 0.0, 0.0], [0.0, 0.0, 0.0], [0.0, 0.0, 0.0], [0.0, 0.0, 0.0], [0.0, 0.0, 0.0], [0.0, 0.0, 0.0], [-0.1, -0.1, 0.1], [0.0, 0.0, 0.0], [0.2, 0.0, -0.2], [-0.1, 0.0, 0.2], [0.1, 0.1, -0.1], [0.4, -0.3, -0.4], [0.0, 0.0, 0.0], [0.0, 0.0, 0.0], [0.0, 0.0, 0.0], [0.0, 0.0, 0.0], [0.0, 0.0, 0.0], [0.0, 0.0, 0.0], [0.0, 0.0, 0.0], [-0.1, 0.0, 0.0], [0.0, 0.0, 0.0], [0.0, 0.0, 0.0], [0.0, 0.0, 0.0], [0.0, 0.0, 0.0], [0.0, 0.0, 0.0], [0.0, 0.0, 0.0], [-0.1, 0.0, 0.0], [0.1, 0.0, 0.0], [0.0, 0.0, 0.0], [0.0, 0.0, 0.0], [0.1, 0.0, 0.1], [-0.1, -0.1, 0.3], [0.0, 0.1, -0.1], [0.0, 0.0, 0.0], [0.0, 0.0, 0.0], [0.0, 0.0, 0.0], [0.0, 0.1, 0.0], [0.1, 0.0, 0.0], [-0.1, 0.0, 0.0], [0.0, 0.0, 0.0], [0.0, 0.0, 0.0], [0.2, 0.0, 0.1], [0.0, 0.0, 0.0], [0.0, 0.0, 0.0], [0.0, 0.0, 0.0], [0.0, 0.0, 0.0], [0.0, 0.0, 0.0], [0.0, 0.0, 0.0], [0.0, 0.0, 0.0], [0.0, 0.0, 0.0], [0.0, 0.0, 0.0], [0.0, 0.0, 0.0], [0.0, 0.0, 0.0], [0.0, 0.0, 0.0], [0.0, 0.0, 0.0], [0.0, 0.0, 0.0], [0.0, 0.0, 0.0], [0.0, 0.0, 0.0], [0.0, 0.0, 0.0], [0.0, 0.0, 0.0]],
  "nbo_charge": [2.17, -0.11, 0.15, -0.28, -0.24, -0.24, -0.28, -0.25, -0.10, -0.17, -0.21, -0.18, -0.19, -0.20, 0.16, -0.11, -0.23, -0.11, -0.20, -0.19, -0.18, -0.21, -0.14, 0.25, 0.24, 0.24, 0.27, 0.25, 0.24, 0.20, 0.23, 0.24, 0.24, 0.22, 0.23, 0.25, 0.21, 0.23, 0.23, 0.23, 0.21, -0.64, 0.18, -0.64, -0.81, 0.78, -0.54, -0.85, 0.23, 0.23, 0.26, 0.24, 0.26, 0.23, 0.54, -0.59, -0.24, -0.60, -0.03, -0.20, -0.17, -0.21, -0.04, -0.24, -0.60, -0.60, 0.15, -0.90, 0.14, -0.25, -0.18, -0.19, -0.25, 0.31, -0.35, 0.25, 0.21, 0.19, 0.22, 0.20, 0.22, 0.23, 0.23, 0.24, 0.23, 0.19, 0.22, 0.22, 0.22, 0.23, 0.18, 0.22, 0.24, 0.24, 0.24, 0.25],
  "multiplicity": 1,
  "e_tot_ha": -2884.78759,
  "charge": 2,
  "orbital_gap_ev": 6.29
}

---

Record 4
{
  "formula": "C2CuLiO4",
  "method": "ωB97M-V with the def2-TZVPD basis set",
  "species": ["C", "O", "O", "Li", "C", "O", "O", "Cu"],
  "xyz": [[-1.957764, -1.255094, 0.077995], [-3.085564, -1.075391, 0.145095], [-0.685573, -1.538370, -0.051689], [1.178580, -2.424507, -0.387672], [2.037812, 0.930838, 0.071368], [2.984177, 0.033430, 0.044983], [1.291931, 1.787558, -0.012932], [-1.997925, 1.335551, -0.339113]],
  "forces_ev_per_angstrom": [[6.9, 1.0, -1.0], [-0.7, -1.6, 0.3], [-5.6, 0.0, 0.7], [-0.8, 0.7, 0.2], [6.2, -4.9, -0.7], [-6.2, 4.9, 0.4], [-0.1, -0.1, 0.3], [0.4, 0.0, 0.0]],
  "nbo_charge": [1.02, -0.46, -0.82, 0.79, 1.04, -0.64, -0.40, -0.52],
  "multiplicity": 1,
  "e_tot_ha": -2025.07869,
  "charge": 0,
  "orbital_gap_ev": [3.55, 3.55]
}

---

Number 1: F_max 5.6 eV/Å. Number 2: F_max 4.4 eV/Å. Number 3: F_max 0.6 eV/Å. Number 4: F_max 7.9 eV/Å.